Record 1
115
Properties=species:S:1:pos:R:3 method="wB97M-V/def2-TZVPD" e_tot_ev=-681096.2644 multiplicity=1 gap_ev=6.6 total_charge=+1 de_lowest_kj_mol=369.86
C -4.518 2.629 -0.584
C -2.982 3.065 -0.275
C -2.704 2.712 1.266
O -1.479 1.967 1.523
S -1.442 0.492 0.720
C -1.100 -0.931 1.905
C -2.137 -2.120 1.499
C -1.411 -3.529 1.217
C -0.452 -3.755 0.034
C 0.223 -5.173 -0.187
C -0.151 -6.304 0.791
C -1.121 -6.092 1.980
C -1.737 -4.688 2.193
H -5.179 2.740 0.355
H -4.981 3.201 -1.454
H -4.508 1.496 -0.808
H -2.312 2.532 -1.028
H -2.870 4.190 -0.492
H -3.627 2.222 1.764
H -2.586 3.720 1.817
H -2.761 0.309 0.247
H -0.045 -1.342 1.710
H -1.218 -0.643 3.000
H -2.650 -1.837 0.500
H -2.956 -2.202 2.293
H -0.194 -2.924 -0.713
H 0.967 -5.388 -1.027
H 0.293 -7.368 0.660
H -1.372 -6.936 2.696
H -2.439 -4.509 3.082
C 0.129 4.888 3.726
Cl -0.972 3.699 4.436
Cl -0.464 6.528 4.016
Cl 1.762 4.690 4.373
H 0.164 4.722 2.651
C -2.799 -5.769 -2.541
Cl -2.083 -5.109 -1.058
Cl -2.134 -4.951 -3.962
Cl -2.522 -7.515 -2.640
H -3.873 -5.593 -2.515
C 1.483 -0.439 -2.002
Cl 0.817 0.005 -3.578
Cl 0.191 -0.527 -0.784
Cl 2.354 -1.976 -2.104
H 2.186 0.333 -1.696
C -2.296 -2.583 -7.420
Cl -3.471 -3.431 -8.434
Cl -3.037 -2.080 -5.894
Cl -0.886 -3.607 -7.111
H -1.964 -1.693 -7.951
C 5.902 4.057 3.887
Cl 5.234 4.507 2.311
Cl 4.621 3.968 5.102
Cl 6.765 2.516 3.780
H 6.610 4.826 4.192
C 7.413 5.935 -1.066
Cl 8.111 5.799 0.554
Cl 7.481 7.610 -1.633
Cl 8.251 4.862 -2.197
H 6.369 5.632 -1.017
C 1.270 -10.161 -0.557
Cl 2.510 -10.746 -1.675
Cl 1.242 -8.389 -0.528
Cl -0.319 -10.798 -1.002
H 1.515 -10.516 0.442
C 1.693 -6.875 -7.433
Cl 1.127 -5.787 -6.156
Cl 3.261 -6.343 -8.055
Cl 1.791 -8.535 -6.834
H 0.973 -6.848 -8.250
C 4.692 7.595 6.722
Cl 3.517 6.756 5.697
Cl 3.950 8.074 8.254
Cl 6.109 6.573 7.011
H 5.019 8.494 6.203
C 7.177 0.936 -1.178
Cl 6.610 1.998 0.120
Cl 8.742 1.485 -1.792
Cl 7.282 -0.737 -0.612
H 6.456 0.977 -1.993
C -4.936 6.382 1.121
Cl -6.030 5.191 1.839
Cl -5.532 8.022 1.402
Cl -3.299 6.195 1.770
H -4.900 6.210 0.048
C 11.255 7.659 2.087
Cl 10.156 6.469 2.801
Cl 10.668 9.301 2.382
Cl 12.890 7.458 2.729
H 11.285 7.494 1.012
C -5.691 -5.470 4.157
Cl -4.705 -4.011 4.352
Cl -5.021 -6.506 2.890
Cl -5.804 -6.351 5.686
H -6.693 -5.169 3.860
C -1.712 -10.455 -7.730
Cl -1.234 -8.798 -7.333
Cl -3.458 -10.551 -8.004
Cl -0.827 -11.033 -9.149
H -1.462 -11.094 -6.886
C -3.366 -0.861 6.025
Cl -2.681 -0.994 7.649
Cl -3.306 0.813 5.460
Cl -2.508 -1.927 4.900
H -4.408 -1.173 6.066
C -0.335 6.222 -1.397
Cl -1.255 5.601 -2.775
Cl -0.855 7.861 -0.990
Cl -0.511 5.148 0.000
H 0.717 6.255 -1.674
C -8.187 6.146 -1.749
Cl -8.921 5.560 -0.249
Cl -6.490 5.649 -1.855
Cl -9.089 5.561 -3.152
H -8.224 7.234 -1.747

Record 2
104
Properties=species:S:1:pos:R:3 method="wB97M-V/def2-TZVPD" e_tot_ev=-99737.7841 multiplicity=1 gap_ev=6.3 total_charge=+1 de_lowest_kj_mol=248.78
C 7.029 -1.651 3.057
C 6.478 -0.528 2.102
O 6.162 0.639 2.865
C 5.478 1.595 2.059
C 3.980 1.417 2.348
C 3.185 2.384 3.035
C 1.804 2.064 3.225
N 1.137 0.976 2.891
N 1.946 0.138 2.260
P 1.162 -1.396 1.744
O 2.186 -2.442 1.841
O 0.707 -1.280 0.211
O -0.049 -1.756 2.737
C 3.219 0.271 1.962
H 6.656 -2.628 2.678
H 6.653 -1.553 4.090
H 8.130 -1.692 2.980
H 7.229 -0.274 1.317
H 5.615 -0.977 1.566
H 5.711 1.466 0.979
H 5.793 2.590 2.422
H 3.580 3.336 3.410
H 1.189 2.833 3.726
H 1.402 -1.763 -0.286
H 0.291 -1.618 3.645
H 3.723 -0.529 1.396
O -4.734 -0.856 -4.251
P -4.086 -1.405 -3.007
O -5.318 -2.331 -2.425
C -5.552 -3.586 -3.070
C -4.405 -4.561 -2.871
O -4.246 -0.030 -2.115
C -4.608 1.226 -2.683
C -6.113 1.411 -2.691
O -3.040 -2.028 -1.855
C -2.627 -1.311 -0.687
C -3.708 -1.216 0.374
H -5.731 -3.419 -4.136
H -6.464 -3.999 -2.642
H -3.489 -4.197 -3.347
H -4.643 -5.531 -3.308
H -4.192 -4.694 -1.810
H -4.178 1.347 -3.677
H -4.156 2.003 -2.059
H -6.630 0.543 -3.104
H -6.392 2.287 -3.279
H -6.487 1.536 -1.674
H -2.241 -0.330 -0.966
H -1.783 -1.861 -0.264
H -4.673 -0.901 -0.012
H -3.405 -0.514 1.154
H -3.871 -2.196 0.832
O 5.418 -3.035 -0.302
P 6.335 -4.111 -0.868
O 6.529 -3.390 -2.350
C 7.454 -2.306 -2.434
C 8.887 -2.747 -2.195
O 5.099 -5.150 -1.204
C 3.805 -5.021 -0.621
C 2.904 -4.140 -1.468
O 7.454 -5.251 -1.366
C 7.122 -6.583 -1.792
C 6.499 -6.632 -3.175
H 7.169 -1.528 -1.717
H 7.362 -1.885 -3.435
H 9.022 -3.118 -1.173
H 9.577 -1.914 -2.339
H 9.161 -3.553 -2.874
H 3.871 -4.664 0.406
H 3.374 -6.023 -0.569
H 3.390 -3.200 -1.743
H 1.981 -3.906 -0.931
H 2.650 -4.638 -2.403
H 6.498 -7.071 -1.045
H 8.059 -7.141 -1.816
H 5.695 -5.916 -3.319
H 6.108 -7.632 -3.369
H 7.251 -6.398 -3.932
O -3.572 5.797 2.798
P -4.736 6.392 2.044
O -5.987 5.645 2.814
C -6.345 6.139 4.107
C -6.905 7.549 4.053
O -4.558 5.448 0.702
C -3.398 4.661 0.473
C -3.550 3.276 1.074
O -5.796 7.383 1.221
C -6.148 7.223 -0.161
C -7.088 6.058 -0.411
H -5.473 6.099 4.766
H -7.097 5.460 4.510
H -6.149 8.262 3.709
H -7.239 7.870 5.040
H -7.745 7.604 3.361
H -2.503 5.166 0.836
H -3.278 4.568 -0.610
H -3.897 3.311 2.109
H -2.600 2.737 1.052
H -4.293 2.699 0.522
H -5.249 7.161 -0.773
H -6.654 8.143 -0.459
H -6.776 5.133 0.068
H -7.177 5.876 -1.484
H -8.080 6.285 -0.013